{
  "formula": "C4H11N2",
  "method": "ωB97M-V with the def2-TZVPD basis set",
  "charge": 1,
  "gap_ev": 5.66,
  "relative_energy_kj_mol": 332.40,
  "energy_ha": -268.17829,
  "e_homo_ev": -12.6241,
  "symbols": ["C", "C", "C", "C", "N", "N", "H", "H", "H", "H", "H", "H", "H", "H", "H", "H", "H"],
  "coordinates": [[0.10722, -2.52759, 1.36118], [0.47233, -1.24106, 0.76540], [-0.17508, -0.05388, 1.05032], [0.04801, 1.25568, 0.71598], [-0.74969, 2.23253, 1.29816], [0.27792, 0.21115, -4.21558], [0.02571, -2.42562, 2.44866], [0.91862, -3.23425, 1.19882], [1.37473, -1.20992, 0.15459], [-0.19511, 1.06968, -4.46471], [-0.96794, -0.09418, 1.78955], [0.77876, 1.55899, -0.03660], [-1.15857, 2.87861, 0.63069], [-0.26616, 2.80213, 1.99144], [1.15596, 0.36430, -3.75576], [-0.83798, -2.86311, 0.92188], [-0.32189, -0.32380, -3.59546]]
}

=====

{
  "formula": "C4H11N2",
  "method": "ωB97M-V with the def2-TZVPD basis set",
  "charge": 1,
  "smiles": "CCCNC=[NH2+]",
  "gap_ev": 11.76,
  "relative_energy_kj_mol": 56.64,
  "energy_ha": -268.28332,
  "e_homo_ev": -15.2875,
  "symbols": ["C", "C", "C", "N", "C", "N", "H", "H", "H", "H", "H", "H", "H", "H", "H", "H", "H"],
  "coordinates": [[-0.65886, -1.33068, 1.23413], [0.56562, -1.41424, 0.29365], [0.34273, -0.80534, -1.06723], [-0.17178, 0.59696, -1.07125], [0.15883, 1.44104, -0.14538], [-0.18845, 2.70683, -0.10560], [-0.35616, -0.80663, 2.14912], [-1.50857, -0.78194, 0.84818], [-0.90815, -2.31496, 1.62240], [1.45982, -1.01977, 0.77602], [0.85455, -2.45700, 0.16634], [1.25645, -0.83137, -1.63955], [-0.39462, -1.34031, -1.60849], [-0.65545, 0.82937, -1.91876], [0.68360, 1.03848, 0.71126], [-0.00601, 3.29016, 0.69436], [-0.47351, 3.19940, -0.93921]]
}

=====

{
  "formula": "C4H11N2",
  "method": "ωB97M-V with the def2-TZVPD basis set",
  "charge": 1,
  "smiles": "CC/C([NH3+])=C/N",
  "gap_ev": 9.26,
  "relative_energy_kj_mol": 192.53,
  "energy_ha": -268.23157,
  "e_homo_ev": -12.9836,
  "symbols": ["C", "C", "C", "C", "N", "N", "H", "H", "H", "H", "H", "H", "H", "H", "H", "H", "H"],
  "coordinates": [[-1.84231, -1.37705, 0.00898], [-0.75629, -0.67113, -0.86159], [0.20645, 0.15169, -0.02931], [0.35526, 1.45981, -0.33657], [1.20446, 2.28234, 0.37036], [1.27164, -0.56548, 0.64338], [-2.39661, -2.09734, -0.59762], [-2.67990, -0.68362, 0.15920], [-1.44710, -1.86786, 0.88307], [-0.20396, -1.54848, -1.24037], [-1.26292, -0.11057, -1.63786], [-0.17431, 1.99849, -1.11153], [1.55038, 2.10079, 1.29249], [1.67374, 3.01039, -0.14079], [1.42830, -1.48038, 0.21916], [2.08752, 0.05454, 0.75419], [0.98567, -0.65614, 1.62479]]
}

=====

{
  "formula": "C4H11N2",
  "method": "ωB97M-V with the def2-TZVPD basis set",
  "charge": 1,
  "gap_ev": [9.95, 9.95],
  "relative_energy_kj_mol": 536.64,
  "energy_ha": -268.10050,
  "e_homo_ev": [-14.7996, -14.7992],
  "symbols": ["C", "C", "C", "C", "N", "N", "H", "H", "H", "H", "H", "H", "H", "H", "H", "H", "H"],
  "coordinates": [[-0.43177, 1.30463, 0.21738], [0.60863, 0.85644, -2.11611], [1.85145, 0.00417, 0.90541], [-1.92428, -1.63634, 0.58831], [0.22674, 0.74145, -0.90463], [0.54448, 0.18484, 0.29371], [-0.16275, 2.38285, 0.54388], [-1.51411, 0.87935, 0.25907], [-2.03837, -0.89854, 1.46894], [0.12346, 1.42641, -2.90159], [1.47372, 0.29062, -2.39260], [1.89739, -0.13829, 1.89998], [2.34975, -0.86496, 0.48015], [2.57776, 0.87972, 0.67853], [-2.12596, -2.64960, 0.95872], [-2.52956, -1.31213, -0.18714], [-0.92658, -1.45061, 0.20800]]
}

=====

Number 3 is which compound? C4H11N2